[1]
DFT (ωB97M-V with the def2-TZVPD basis set) results for C25H49NO2SSi2W as an isolated structure.

Last column: Löwdin charge in e.
CARTESIAN COORDINATES (ANGSTROEM)
O -0.5135 -1.1256 -1.8302  -0.3073
O 0.8616 0.8075 -3.1869  -0.1133
C 0.1927 -2.3155 -2.2213  -0.2601
C -0.4659 -3.5397 -1.6290  -0.0288
H 1.2426 -2.2008 -1.9028  0.1140
H 0.2161 -2.3501 -3.3238  0.1171
H -0.6571 -3.4169 -0.5513  0.0700
H 0.1987 -4.3919 -1.7929  0.1057
H -1.4206 -3.7187 -2.1397  0.1013
C -1.7131 -0.8417 -2.5807  -0.2362
C -1.5984 -1.0888 -4.0658  -0.0466
H -1.9711 0.2227 -2.4009  0.1203
H -2.5007 -1.4846 -2.1339  0.1102
H -0.8928 -0.4021 -4.5411  0.0654
H -2.5745 -0.9592 -4.5498  0.1159
H -1.2942 -2.1171 -4.2925  0.0903
C 0.3547 2.3146 -3.0223  -0.0619
C 2.2300 0.5610 -3.8375  -0.1111
C -0.5763 2.5493 -4.1705  -0.0317
H 1.2599 2.9330 -2.9982  0.1420
H -0.1537 2.2789 -2.0572  0.1054
H -0.0465 2.4748 -5.1282  0.0907
H -1.0066 3.5588 -4.0921  0.1216
H -1.4064 1.8250 -4.1584  0.0885
C 2.0848 0.8351 -5.3038  -0.0321
H 2.4096 -0.4923 -3.6218  0.1295
H 2.9630 1.1983 -3.3247  0.1347
H 1.2959 0.2108 -5.7515  0.1072
H 3.0271 0.5874 -5.8129  0.1219
H 1.8580 1.8891 -5.5041  0.0899
H 0.9539 0.4878 -2.2232  0.1055
W 0.0249 -0.0658 1.7036  1.7906
C 1.1730 0.2391 0.0142  -0.3231
Si 2.9701 0.5307 0.5789  0.4362
H 1.1555 -0.6240 -0.6676  0.0291
H 0.8611 1.1594 -0.5141  0.0368
C 4.0344 -0.6495 -0.4047  -0.1380
C 3.5316 0.2964 2.3540  -0.1609
C 3.4206 2.3133 0.2072  -0.1460
C -1.5715 -1.0753 1.1032  -0.3128
Si -3.0742 0.0804 1.1177  0.4547
H -1.8178 -1.8793 1.8321  0.0992
H -1.4950 -1.5221 0.0995  0.0426
C -4.2637 -0.8415 -0.0037  -0.1228
C -2.7669 1.8455 0.5590  -0.1597
C -3.8177 0.1509 2.8485  -0.1470
H 2.9393 2.7012 -0.7017  0.0293
H 4.5110 2.3741 0.0662  0.0749
H 3.1607 2.9670 1.0533  0.0531
H 3.7561 -1.6899 -0.1899  0.0509
H 5.0777 -0.4979 -0.0843  0.0754
H 3.9604 -0.4654 -1.4852  0.0351
H 3.1740 -0.6144 2.8516  0.0140
H 3.2935 1.1693 2.9805  0.0512
H 4.6343 0.2327 2.2949  0.0798
H -3.4152 2.0517 -0.3146  0.0710
H -1.7313 2.0820 0.2701  0.0032
H -3.0659 2.5390 1.3676  0.0567
H -4.7822 0.6850 2.8097  0.0763
H -3.1744 0.6689 3.5790  0.0062
H -4.0155 -0.8658 3.2243  0.0622
H -5.2937 -0.5137 0.1903  0.0769
H -4.2017 -1.9207 0.2008  0.0674
H -4.0470 -0.6801 -1.0680  0.0323
S 0.9889 -2.4934 5.3777  1.2495
C 1.6350 -3.3802 4.0597  -0.2729
C 1.4135 -2.7773 2.8247  -0.1269
C 0.7750 -1.5119 2.9637  -0.3384
C 0.4320 -1.2448 4.2936  -0.4458
C -0.2390 -0.0311 4.6618  -0.2444
C -0.6826 0.3472 5.9274  0.0685
C -1.4409 1.4966 6.0684  0.0734
C -1.5249 2.3689 4.9732  0.0250
C -0.9354 2.0441 3.7598  -0.0609
N -0.4255 0.7844 3.5703  -0.0814
H 2.1647 -4.3162 4.2162  0.1175
H 1.6762 -3.1691 1.8467  0.1251
H -0.4408 -0.3345 6.7462  0.1479
H -1.9650 1.6966 7.0025  0.1613
H -2.0658 3.3088 5.0659  0.1513
H -0.8669 2.7415 2.9190  0.1383

The value obtained for the highest occupied orbital energy (spin up / spin down) is -20.4997 / -20.5222 eV. The orbital gap (spin up / spin down) is 5.055 / 5.139 eV. The net charge is +4. As for the calculated total energy: -60675.648 eV.

=====

[2]
DFT (ωB97M-V with the def2-TZVPD basis set) results for C25H50BN5OPb as an isolated structure.

Last column: Löwdin charge in e.
CARTESIAN COORDINATES (ANGSTROEM)
Pb -0.8921 -0.9650 -0.2130  1.3955
C -1.1339 3.9910 2.1174  -0.0146
C -1.1229 3.1508 0.8343  -0.4446
C -0.8878 4.0232 -0.3254  -0.1656
C 0.5558 4.6461 -0.4624  -0.1442
C 1.5536 3.4801 -0.4617  -0.1312
C 1.3969 2.4538 0.6991  -0.4478
N -0.0551 2.0477 0.8058  -0.0279
O -0.2635 0.8783 1.5582  -0.2339
C 1.9706 3.0443 1.9682  -0.0436
C 2.3565 1.2133 0.4075  -0.0270
C -2.6022 2.5544 0.6255  -0.0088
H -0.9756 3.3199 2.9617  0.0920
H -2.0518 4.5442 2.3160  0.0963
H -0.3109 4.7056 2.1284  0.0696
H -1.4590 4.9370 -0.1614  0.1295
H -1.2474 3.6939 -1.3003  0.0837
H 0.7642 5.3605 0.3340  0.1027
H 0.5572 5.2392 -1.3768  0.1106
H 2.5152 3.9928 -0.4367  0.1263
H 1.4272 2.9472 -1.4041  0.0956
H 3.0586 3.0023 1.9184  0.0908
H 1.6453 2.5282 2.8715  0.0959
H 1.7928 4.1001 2.1726  0.0771
H 3.4138 1.4626 0.3176  0.0898
H 2.0979 0.8634 -0.5920  0.0399
H 2.1932 0.4787 1.1960  0.0793
H -3.4290 3.2280 0.8512  0.0900
H -2.8392 1.7845 1.3597  0.0400
H -2.7205 2.1081 -0.3619  0.0723
B -1.8789 -3.1734 -1.2518  -0.5279
H -1.2685 -3.6367 -0.4921  -0.0811
H -2.1954 -3.9497 -1.9310  -0.0293
H -2.7336 -2.6958 -0.7983  -0.0757
H -1.2851 -2.4893 -1.8379  -0.1321
C 1.0924 -5.3145 1.2437  -0.1026
C 1.1249 -5.3272 2.7697  -0.2415
C 0.9225 -3.9666 3.4098  -0.1559
C 0.0397 -3.0417 2.6760  -0.1181
N -0.6416 -2.3188 2.0264  0.1059
H 0.2535 -4.7987 0.7765  0.0464
H 1.0948 -6.3221 0.8277  0.0827
H 1.9289 -4.7270 0.8652  0.0745
H 2.0899 -5.7550 3.0416  0.1141
H 0.3299 -6.0020 3.0872  0.1124
H 1.9092 -3.5330 3.5724  0.1294
H 0.4218 -4.1092 4.3674  0.1221
C -2.8433 -2.2733 4.7898  -0.1005
C -4.2206 -1.7151 4.4495  -0.2443
C -4.2061 -0.3954 3.6571  -0.1512
C -3.6517 -0.5830 2.3365  -0.2073
N -3.2015 -0.7500 1.3229  0.1412
H -2.3573 -1.6774 5.5624  0.0786
H -2.1549 -2.2719 3.9446  0.0271
H -2.9824 -3.2612 5.2289  0.0796
H -4.6788 -1.5310 5.4213  0.1101
H -4.8790 -2.4423 3.9742  0.1174
H -3.7061 0.4236 4.1741  0.1323
H -5.2707 -0.2612 3.4652  0.1270
C 5.3272 -2.2590 -2.5060  -0.0910
C 4.1928 -2.5988 -3.4979  -0.2332
C 2.9862 -1.6479 -3.4114  -0.1755
C 2.1853 -1.7475 -2.1811  -0.1614
N 1.5808 -1.8560 -1.1683  0.1174
H 4.9762 -2.2654 -1.4741  0.0712
H 5.6783 -1.2429 -2.6855  0.0696
H 6.2435 -2.8284 -2.6619  0.0753
H 3.8032 -3.6073 -3.3596  0.1121
H 4.5181 -2.5664 -4.5378  0.1101
H 2.2897 -1.8697 -4.2199  0.1246
H 3.2663 -0.5948 -3.4352  0.1214
C -0.9891 1.2689 -5.8226  -0.1062
C -0.4503 2.5320 -5.2327  -0.2530
C -1.0005 2.7712 -3.7865  -0.1411
C -0.5993 1.6503 -2.8813  -0.1556
N -0.2581 0.7496 -2.1796  0.0859
H -0.7417 1.2460 -6.8839  0.0868
H -2.0649 1.2043 -5.6594  0.0869
H -0.4795 0.4664 -5.2892  0.0717
H -0.7922 3.4073 -5.7849  0.1123
H 0.6373 2.5174 -5.3042  0.1155
H -2.0884 2.7062 -3.7665  0.1305
H -0.5809 3.6498 -3.2966  0.1044

The value obtained for the highest occupied orbital energy (spin up / spin down) is -11.3268 / -11.4368 eV. The orbital gap (spin up / spin down) is 9.290 / 8.036 eV. The net charge is +1. Its spin multiplicity is 2. As for the calculated total energy: -42147.088 eV.